Entry 1:
Below is a molecular structure, C17H16Cl5IrN2O, with properties calculated with wB97M-V/def2-TZVPD.

Each line ends with the Mulliken charge.
Geometry (Å):
Ir: 0.37 -0.13 -0.16  1.37
Cl: 1.46 0.64 -2.23  -0.53
C: 2.53 -0.73 0.05  -0.03
C: 1.56 -1.60 0.27  -0.31
C: 1.79 -2.89 0.68  0.56
Cl: 0.53 -3.99 1.09  -0.20
C: 3.15 -3.25 0.72  0.48
Cl: 3.59 -4.86 1.14  -0.19
C: 4.17 -2.32 0.42  0.18
Cl: 5.82 -2.81 0.47  -0.19
C: 3.86 -0.98 0.10  -0.69
Cl: 5.07 0.20 -0.20  -0.19
N: -0.06 -2.63 -2.28  -0.24
C: -1.13 -1.84 -2.18  0.72
N: -2.28 -2.24 -2.79  -0.47
O: -1.13 -0.75 -1.57  -0.53
H: -0.12 -3.56 -2.65  0.24
H: 0.77 -2.36 -1.78  0.02
H: -2.24 -2.94 -3.52  0.19
H: -2.99 -1.54 -2.86  0.24
C: -1.60 1.40 2.95  -1.77
C: -1.57 0.90 1.50  2.33
C: -3.00 0.52 1.08  -1.93
C: -0.72 -0.33 1.33  -1.04
C: -0.93 1.93 0.55  -0.86
C: -1.53 2.40 -0.63  0.19
C: -0.90 3.34 -1.42  -0.81
C: 0.34 3.84 -1.07  -0.42
C: 0.96 3.39 0.08  -0.85
C: 0.34 2.44 0.88  0.17
H: -2.08 0.66 3.59  0.47
H: -2.16 2.33 3.00  0.42
H: -0.60 1.59 3.34  0.34
H: -3.39 -0.23 1.76  0.49
H: -3.02 0.11 0.07  0.32
H: -3.64 1.39 1.12  0.43
H: -0.96 -1.19 1.97  0.33
H: -2.50 2.01 -0.92  0.36
H: -1.38 3.67 -2.34  0.39
H: 0.84 4.56 -1.71  0.39
H: 1.94 3.76 0.35  0.39
H: 0.83 2.12 1.79  0.27

## Properties
energy relative to the best compared isomer or geometry (same formula, charge and spin) = 14.25 kcal per mole
LUMO energy = -0.34 eV

Entry 2:
Below is a single C17H16ClN3O2 molecule, with properties calculated with wB97M-V/def2-TZVPD.

Each line ends with the Mulliken charge.
Geometry (Å):
C: -4.38 -5.30 -0.84  -1.59
C: -3.59 -4.10 -0.44  0.59
C: -2.86 -3.36 -1.37  -0.84
C: -2.12 -2.25 -1.01  -0.59
C: -2.09 -1.85 0.32  0.89
N: -1.36 -0.73 0.77  -0.10
C: -0.54 0.09 0.07  0.66
O: -0.32 -0.01 -1.12  -0.69
C: 0.09 1.18 0.93  -0.74
C: 0.27 2.49 0.12  0.04
N: 1.21 2.36 -0.96  -0.26
C: 2.55 2.40 -0.68  0.60
C: 3.51 1.80 -1.50  -0.75
C: 4.86 1.94 -1.22  -0.63
C: 5.27 2.68 -0.12  -0.62
C: 4.34 3.30 0.69  -0.72
C: 2.99 3.16 0.41  0.62
N: 2.02 3.79 1.20  -0.05
C: 0.69 3.58 1.11  -0.02
O: -0.12 4.16 1.81  -0.67
C: -2.81 -2.57 1.27  -0.79
C: -3.54 -3.67 0.88  0.30
Cl: -4.42 -4.54 2.10  -0.23
H: -4.31 -5.48 -1.91  0.37
H: -5.43 -5.16 -0.58  0.35
H: -4.03 -6.18 -0.31  0.35
H: -2.87 -3.67 -2.40  0.29
H: -1.56 -1.71 -1.75  0.49
H: -1.47 -0.55 1.76  0.20
H: 1.07 0.83 1.25  0.23
H: -0.52 1.39 1.81  0.41
H: -0.70 2.77 -0.30  0.41
H: 0.92 1.66 -1.64  0.35
H: 3.18 1.22 -2.34  0.38
H: 5.58 1.46 -1.85  0.38
H: 6.32 2.79 0.09  0.38
H: 4.65 3.89 1.54  0.36
H: 2.33 4.46 1.89  0.24
H: -2.80 -2.27 2.31  0.41

## Properties
SMILES string = Cc1ccc(NC(=O)C[C@@H]2Nc3ccccc3NC2=O)cc1Cl
energy relative to the best compared isomer or geometry (same formula, charge and spin) = 0.00 kcal per mole
LUMO energy = 0.57 eV

Entry 3:
Below is a molecular structure, C17H16CoN4O2S, with properties calculated with wB97M-V/def2-TZVPD.

Each line ends with the Mulliken charge.
Geometry (Å):
Co: 0.16 -0.88 -0.50  0.18
C: 2.36 3.67 -2.56  -0.34
C: 2.25 2.34 -2.94  -0.93
C: 1.83 1.39 -2.02  -0.14
C: 1.55 1.79 -0.72  0.26
C: 1.66 3.12 -0.33  -0.40
C: 2.06 4.06 -1.26  -0.59
N: 1.14 0.76 0.17  1.36
N: 1.32 0.97 1.37  -0.88
C: 0.92 -0.12 2.18  0.14
C: 1.12 -0.03 3.55  -0.37
C: 0.76 -1.11 4.34  -0.34
C: 0.22 -2.23 3.73  -0.67
C: 0.06 -2.23 2.35  -0.43
N: 0.41 -1.20 1.60  0.24
H: 2.67 4.42 -3.28  0.39
H: 2.49 2.04 -3.95  0.38
H: 1.76 0.34 -2.27  0.50
H: 1.42 3.39 0.69  0.44
H: 2.14 5.10 -0.97  0.36
H: 1.55 0.87 3.96  0.50
H: 0.90 -1.08 5.41  0.39
H: -0.07 -3.10 4.31  0.41
H: -0.36 -3.08 1.82  0.46
O: -1.48 0.11 -0.17  -0.67
N: -2.62 -0.44 -0.59  0.41
C: -3.75 0.27 -0.36  -0.21
C: -4.96 -0.20 -0.76  -0.71
C: -5.03 -1.43 -1.42  -0.09
C: -3.87 -2.13 -1.65  -0.83
C: -2.62 -1.63 -1.23  0.63
S: -1.13 -2.44 -1.48  -0.40
H: -3.58 1.20 0.15  0.42
H: -5.85 0.39 -0.56  0.40
H: -5.98 -1.82 -1.75  0.38
H: -3.88 -3.08 -2.16  0.40
C: 2.90 -1.59 -0.52  -0.63
O: 1.69 -1.70 -1.18  -0.66
H: 2.86 -1.92 0.53  0.16
H: 3.31 -0.56 -0.52  0.18
H: 3.65 -2.23 -1.01  0.31

## Properties
energy relative to the best compared isomer or geometry (same formula, charge and spin) = 0.60 kcal per mole
multiplicity = 2
LUMO energy (spin up / spin down) = -1.03 / -1.02 eV

Entry 4:
Below is a single C17H16N2O5 molecule, with properties calculated with wB97M-V/def2-TZVPD.

Each line ends with the Mulliken charge.
Geometry (Å):
O: 2.55 -0.19 2.02  -0.62
C: 1.88 -0.37 1.00  0.10
C: 2.47 -1.56 0.21  0.29
C: 3.53 -1.69 -0.54  -0.32
C: 4.13 -2.84 -1.10  -1.34
C: 3.21 -3.77 -1.32  0.83
C: 1.88 -3.77 -0.98  0.60
C: 1.56 -2.65 -0.21  -0.41
O: 1.40 -4.86 -1.17  -0.39
C: 2.28 -5.66 -1.95  -0.26
O: 3.25 -4.99 -2.21  -0.27
N: 0.69 0.28 0.57  0.47
C: 0.10 0.08 -0.60  -0.03
C: -0.34 1.34 -1.01  -1.23
N: -1.25 1.83 0.08  0.20
C: -2.18 2.87 -0.65  0.41
O: -2.23 3.17 -1.81  -0.55
C: -3.19 3.41 0.48  0.35
C: -4.00 2.64 1.36  -0.40
C: -4.73 3.70 1.81  -0.23
C: -4.40 5.01 1.24  -0.47
O: -3.70 4.59 0.26  -0.27
C: -1.03 1.52 1.36  -0.79
C: 0.37 1.19 1.51  -0.82
H: 4.26 -1.03 -0.24  0.49
H: 5.08 -2.79 -1.61  0.41
H: 0.43 -2.72 0.29  0.17
H: 1.85 -5.73 -3.12  0.19
H: 2.29 -6.77 -1.32  0.18
H: 0.92 -0.25 -1.37  0.28
H: -0.82 -0.60 -0.47  0.15
H: -1.02 1.11 -1.95  0.41
H: 0.43 2.11 -1.55  0.20
H: -3.76 1.83 1.98  0.35
H: -5.47 3.56 2.87  0.19
H: -4.92 5.91 1.13  0.38
H: -1.73 0.74 1.45  0.33
H: -1.46 2.31 1.89  0.76
H: 1.08 2.21 1.14  0.29
H: 0.60 0.83 2.52  0.40

## Properties
SMILES string = O=C(c1ccc2c(c1)OCO2)N1CCN(C(=O)c2ccco2)CC1
energy relative to the best compared isomer or geometry (same formula, charge and spin) = 319.47 kcal per mole
LUMO energy = 0.29 eV

Entry 5:
Below is a molecular structure, C17H16N4O2ReSSe2, with properties calculated with wB97M-V/def2-TZVPD.

Each line ends with the Mulliken charge.
Geometry (Å):
Re: -0.15 -0.91 -0.83  0.67
S: 5.46 -1.80 4.14  0.27
N: 5.53 -1.60 2.54  -0.62
C: 4.28 -1.49 2.12  0.67
C: 3.87 -1.34 0.73  0.33
C: 4.75 -1.29 -0.36  -0.40
C: 4.23 -1.15 -1.63  -0.84
C: 2.86 -1.05 -1.80  -0.09
N: 2.01 -1.10 -0.77  0.02
C: 2.51 -1.24 0.48  0.71
C: 1.53 -1.28 1.56  -0.20
N: 0.22 -1.18 1.19  -0.94
C: -0.73 -1.21 2.14  -0.11
C: -0.41 -1.33 3.48  -0.83
C: 0.91 -1.44 3.86  -0.35
C: 1.91 -1.42 2.88  0.29
C: 3.33 -1.53 3.16  0.68
N: 3.87 -1.66 4.36  -0.62
H: 5.81 -1.37 -0.19  0.58
H: 4.88 -1.11 -2.49  0.45
H: 2.42 -0.94 -2.78  0.48
H: -1.75 -1.14 1.79  0.42
H: -1.21 -1.35 4.21  0.46
H: 1.19 -1.55 4.90  0.58
O: -2.15 0.72 -3.77  -0.39
C: -3.06 1.67 -3.23  -1.24
C: -2.98 1.62 -1.71  1.67
C: -4.04 2.64 -1.20  -1.27
O: -4.00 2.66 0.21  -0.52
C: -3.42 0.29 -1.12  -1.27
Se: -2.34 -1.31 -1.56  0.09
C: -1.66 2.14 -1.15  -1.35
Se: 0.07 1.31 -1.59  0.02
H: -2.23 0.71 -4.73  0.31
H: -4.09 1.44 -3.54  0.47
H: -2.83 2.68 -3.57  0.44
H: -5.03 2.34 -1.57  0.51
H: -3.81 3.62 -1.62  0.50
H: -4.67 3.26 0.55  0.36
H: -4.41 0.01 -1.49  0.51
H: -3.46 0.34 -0.04  0.52
H: -1.71 2.19 -0.07  0.53
H: -1.49 3.16 -1.51  0.50

## Properties
net charge = +2
multiplicity = 4
LUMO energy (spin up / spin down) = -7.87 / -8.17 eV

Entry 6:
Below is a molecular structure, C17H16N4O4SV, with properties calculated with wB97M-V/def2-TZVPD.

Each line ends with the Mulliken charge.
Geometry (Å):
V: 0.16 -0.22 0.02  0.84
C: -1.14 1.97 0.42  -1.17
C: -0.04 2.71 0.00  0.02
C: 0.92 3.13 0.92  -0.54
C: 0.79 2.78 2.26  -0.36
C: -0.30 2.02 2.68  -0.39
C: -1.26 1.61 1.77  -0.01
H: -1.93 1.70 -0.27  0.38
H: 0.08 2.98 -1.04  0.38
H: 1.77 3.71 0.59  0.45
H: 1.54 3.10 2.97  0.38
H: -0.39 1.74 3.72  0.40
H: -2.13 1.05 2.07  0.56
N: -3.80 -4.47 5.77  -0.56
C: -3.59 -3.84 4.56  1.09
C: -3.09 -2.53 4.53  -0.93
C: -2.93 -1.88 3.32  -0.10
C: -3.27 -2.51 2.13  -0.27
C: -3.77 -3.81 2.16  -0.30
C: -3.93 -4.46 3.36  -0.75
S: -3.07 -1.66 0.60  1.28
O: -3.51 -0.30 0.80  -0.73
O: -3.68 -2.46 -0.43  -0.74
N: -1.47 -1.54 0.36  -0.64
C: -0.69 -2.65 0.16  0.65
N: 0.55 -2.27 -0.22  -0.27
C: 1.46 -3.21 -0.41  0.12
C: 1.15 -4.55 -0.24  -0.86
C: -0.16 -4.83 0.15  -0.17
N: -1.08 -3.90 0.36  -0.34
H: -3.27 -4.13 6.56  0.22
H: -3.87 -5.47 5.75  0.22
H: -2.83 -2.03 5.45  0.30
H: -2.55 -0.87 3.31  0.25
H: -4.01 -4.29 1.22  0.48
H: -4.33 -5.47 3.38  0.29
H: 2.45 -2.88 -0.70  0.44
H: 1.87 -5.33 -0.40  0.39
H: -0.47 -5.86 0.30  0.41
O: 2.11 0.11 0.81  -0.51
C: 2.51 0.43 -0.34  0.17
O: 1.70 0.49 -1.30  -0.55
H: 3.58 0.64 -0.51  0.46

## Properties
energy relative to the best compared isomer or geometry (same formula, charge and spin) = 0.00 kcal per mole
multiplicity = 4
LUMO energy (spin up / spin down) = 0.28 / 0.21 eV

Entry 7:
Below is 2 unconnected molecules or ions with the total composition C17H16O2, with properties calculated with wB97M-V/def2-TZVPD.

Each line ends with the Mulliken charge.
Geometry (Å):
C: 3.13 -2.22 -1.61  -1.21
C: 2.32 -0.94 -1.50  1.01
C: 0.94 -1.12 -1.11  -0.81
C: -0.05 -0.09 -1.27  0.78
C: -1.50 -0.53 -1.43  0.35
C: -1.94 -1.86 -1.55  -0.30
C: -3.30 -2.18 -1.60  -0.71
C: -4.26 -1.16 -1.56  -0.32
C: -3.84 0.18 -1.52  -0.48
C: -2.48 0.48 -1.46  -0.42
O: 0.20 1.12 -1.25  -0.77
O: 2.86 0.16 -1.71  -0.70
H: 2.50 -3.10 -1.68  0.33
H: 3.77 -2.15 -2.49  0.33
H: 3.78 -2.32 -0.73  0.23
H: 0.62 -2.14 -0.95  0.05
H: -1.20 -2.66 -1.63  0.32
H: -3.61 -3.22 -1.67  0.36
H: -5.33 -1.40 -1.58  0.37
H: -4.57 0.99 -1.52  0.36
H: -2.16 1.53 -1.44  0.41
C: 1.41 0.23 1.49  -0.01
C: 0.36 0.16 2.41  -0.21
C: -0.25 1.20 3.12  -0.25
C: 0.09 2.54 3.17  -0.26
C: 1.16 3.19 2.55  -0.24
C: 2.09 2.65 1.68  -0.36
C: 2.17 1.35 1.19  0.02
H: 1.72 -0.72 1.06  0.32
H: -0.06 -0.84 2.58  0.32
H: -1.12 0.90 3.72  0.31
H: -0.56 3.18 3.79  0.32
H: 1.28 4.25 2.78  0.31
H: 2.86 3.33 1.30  0.33
H: 2.95 1.19 0.43  0.23

## Properties
LUMO energy = -1.90 eV

Entry 8:
Below is a single C17H17Br2ClN2O3 molecule, with properties calculated with wB97M-V/def2-TZVPD.

Each line ends with the Mulliken charge.
Geometry (Å):
O: -3.84 -1.88 -0.80  -0.63
C: -2.90 -0.95 -1.16  0.34
C: -1.59 -1.09 -0.67  0.71
Cl: -1.17 -2.45 0.38  -0.29
C: -0.59 -0.19 -1.08  0.62
N: 0.75 -0.29 -0.71  -0.79
C: 0.99 -0.31 0.58  -0.37
C: 2.39 -0.44 1.02  -1.12
C: 3.07 0.91 1.30  0.58
C: 2.25 1.74 2.33  -1.20
C: 2.27 1.17 3.74  -0.14
Br: 0.62 0.07 4.04  -0.12
C: 3.52 0.41 4.12  -0.59
O: 3.82 0.58 5.50  -0.58
C: 4.70 0.88 3.31  -0.04
Br: 5.23 2.73 3.81  -0.14
C: 4.53 0.72 1.80  -1.19
C: -0.93 0.84 -1.96  0.23
O: 0.17 1.64 -2.29  -0.67
C: -2.24 1.05 -2.39  -0.30
N: -2.51 2.13 -3.15  -0.60
C: -3.75 2.28 -3.63  -0.33
C: -4.78 1.34 -3.41  -0.46
C: -4.50 0.24 -2.58  -0.41
C: -3.22 0.11 -2.03  0.43
H: -3.47 -2.51 -0.12  0.29
H: 0.16 -0.15 1.27  0.63
H: 2.96 -0.98 0.25  0.44
H: 2.40 -1.08 1.92  0.22
H: 3.04 1.47 0.34  0.55
H: 1.20 1.87 1.97  0.52
H: 2.68 2.76 2.35  0.41
H: 2.18 2.00 4.43  0.44
H: 3.31 -0.66 3.94  0.34
H: 4.09 1.50 5.69  0.44
H: 5.51 0.20 3.60  0.45
H: 4.93 -0.28 1.47  0.31
H: 5.05 1.52 1.30  0.45
H: 0.93 1.18 -1.86  0.40
H: -3.96 3.15 -4.22  0.41
H: -5.77 1.46 -3.84  0.37
H: -5.32 -0.46 -2.36  0.39

## Properties
SMILES string = Oc1c(Cl)c(/N=C/C[C@H]2C[C@@H](Br)[C@H](O)[C@H](Br)C2)c(O)c2ncccc12
energy relative to the best compared isomer or geometry (same formula, charge and spin) = 2.59 kcal per mole
LUMO energy = 0.02 eV

Number 1: largest force on an atom 1.944 eV/A, E -3247.3932 a.u.. Number 2: largest force on an atom 0.681 eV/A, E -1432.4312 a.u.. Number 3: largest force on an atom 0.349 eV/A, E -2807.8129 a.u.. Number 4: largest force on an atom 13.510 eV/A, E -1142.6492 a.u.. Number 5: largest force on an atom 0.475 eV/A, E -6305.7040 a.u.. Number 6: largest force on an atom 0.411 eV/A, E -2519.6738 a.u.. Number 7: largest force on an atom 1.060 eV/A, E -807.7502 a.u.. Number 8: largest force on an atom 3.082 eV/A, E -6601.4500 a.u..